[1]
Entry from the Open Molecules 2025 dataset: C24H17FIrN3O7S as an isolated structure (ωB97M-V with the def2-TZVPD basis set).

Geometry (Å):
Ir  -2.12  -1.24  0.29
O  -2.45  -4.36  2.86
C  -2.34  -3.33  2.24
O  -2.27  -3.22  0.94
C  -2.31  -2.00  3.00
C  -2.26  -1.80  4.37
C  -2.16  -0.50  4.83
C  -2.09  0.58  3.95
C  -2.15  0.32  2.60
N  -2.29  -0.94  2.20
C  -2.03  1.33  1.45
O  -1.89  2.50  1.71
O  -2.07  0.81  0.25
H  -2.28  -2.66  5.02
H  -2.11  -0.31  5.90
H  -1.97  1.60  4.29
C  2.50  1.99  -4.19
C  3.27  1.35  -3.04
C  4.14  2.37  -2.33
C  4.95  1.70  -1.24
C  4.04  0.96  -0.30
C  4.41  0.74  1.01
C  3.55  0.07  1.87
F  3.95  -0.12  3.14
C  2.33  -0.38  1.47
C  1.93  -0.17  0.15
C  0.62  -0.63  -0.28
O  -0.11  -1.17  0.61
C  0.27  -0.42  -1.63
C  1.18  0.24  -2.43
N  2.37  0.71  -2.05
C  2.79  0.50  -0.74
C  -0.98  -0.89  -2.38
O  -1.02  -0.68  -3.58
O  -1.89  -1.53  -1.72
H  3.21  2.56  -4.79
H  1.74  2.68  -3.81
H  2.03  1.27  -4.85
H  3.92  0.56  -3.44
H  3.50  3.16  -1.91
H  4.79  2.84  -3.06
H  5.55  2.43  -0.68
H  5.66  1.00  -1.70
H  5.36  1.09  1.38
H  1.66  -0.90  2.15
H  0.88  0.37  -3.46
S  -6.48  -2.02  -0.53
C  -6.04  -0.43  -0.99
C  -4.75  -0.19  -0.68
N  -4.12  -1.26  -0.08
C  -4.91  -2.29  0.05
H  -6.75  0.23  -1.46
H  -4.19  0.71  -0.85
H  -4.57  -3.23  0.46

## Properties
* frontier orbital gap: 8.04 eV
* maximum force: 0.5 eV/A
* DFT total energy: -60362.3993 eV
* energy above the lowest of the compared OMol25 structures with the same formula, charge and spin: 0.6 kcal/mol
* net charge: 0

=====

[2]
Entry from the Open Molecules 2025 dataset: C24H17N2O4S2 as an isolated structure at a distorted geometry (ωB97M-V with the def2-TZVPD basis set).

Geometry (Å):
C  -0.80  -0.73  -2.32
C  -0.16  0.59  -1.91
C  -0.79  1.72  -2.66
N  -1.42  2.64  -3.03
C  1.32  0.61  -2.22
C  2.12  -0.56  -2.31
C  3.50  -0.48  -2.26
C  4.14  0.76  -2.26
C  5.56  0.88  -2.37
N  6.72  0.99  -2.46
C  3.37  1.93  -2.31
C  1.98  1.86  -2.40
H  -0.32  -1.60  -1.82
H  -1.90  -0.76  -2.06
H  -0.71  -0.79  -3.46
H  1.64  -1.56  -2.42
H  4.09  -1.40  -2.27
H  3.85  2.92  -2.35
H  1.41  2.79  -2.56
C  -3.68  -3.69  3.47
C  -2.42  -3.16  3.15
C  -2.35  -2.14  2.19
C  -3.50  -1.64  1.61
C  -4.76  -2.15  1.93
C  -4.84  -3.19  2.86
S  -3.29  -0.29  0.47
O  -3.60  -0.76  -0.87
O  -3.91  0.90  1.01
C  -1.54  -0.13  0.65
C  -0.81  0.83  -0.09
C  0.42  1.42  0.56
C  1.48  0.54  0.80
C  2.75  1.03  1.16
C  2.92  2.40  1.35
C  1.82  3.28  1.24
C  0.56  2.77  0.87
S  -0.81  -1.35  1.70
O  -0.23  -0.74  2.87
O  -0.06  -2.28  0.88
H  -3.75  -4.51  4.20
H  -1.51  -3.52  3.61
H  -5.64  -1.73  1.46
H  -5.82  -3.61  3.11
H  -1.50  1.57  -0.51
H  1.36  -0.52  0.58
H  3.57  0.30  1.29
H  3.90  2.78  1.66
H  1.95  4.35  1.44
H  -0.31  3.43  0.81

## Properties
* frontier orbital gap: 7.03 eV
* maximum force: 3.1 eV/A
* DFT total energy: -58003.0527 eV
* energy above the lowest of the compared OMol25 structures with the same formula, charge and spin: 8.5 kcal/mol
* net charge: -1

=====

[3]
Entry from the Open Molecules 2025 dataset: C24H18BrNO5PPtSe as an isolated structure (ωB97M-V with the def2-TZVPD basis set).

Geometry (Å):
Pt  -0.75  -0.49  0.64
O  -0.01  -0.97  3.33
C  -0.29  -0.16  2.48
C  -0.30  1.33  2.90
C  -0.48  1.60  4.25
C  -0.53  2.91  4.71
C  -0.37  3.95  3.80
C  -0.17  3.68  2.46
C  -0.14  2.37  1.98
P  0.13  1.95  0.21
C  1.95  1.78  0.14
C  2.48  1.24  -1.04
C  3.84  1.04  -1.19
C  4.71  1.36  -0.15
C  4.20  1.88  1.03
C  2.83  2.09  1.17
C  -0.11  3.60  -0.57
C  -1.44  4.01  -0.69
C  -1.76  5.22  -1.29
C  -0.75  6.03  -1.80
C  0.57  5.62  -1.71
C  0.89  4.42  -1.10
H  -0.59  0.76  4.93
H  -0.69  3.12  5.76
H  -0.41  4.98  4.14
H  -0.04  4.50  1.76
H  1.80  0.97  -1.84
H  4.23  0.62  -2.11
H  5.77  1.20  -0.26
H  4.87  2.13  1.85
H  2.44  2.50  2.10
H  -2.23  3.36  -0.32
H  -2.80  5.52  -1.37
H  -1.00  6.97  -2.28
H  1.36  6.25  -2.12
H  1.93  4.12  -1.02
Br  3.99  -4.96  -0.76
C  2.75  -3.59  -0.36
C  2.89  -2.85  0.80
C  1.96  -1.87  1.07
N  0.95  -1.60  0.24
C  0.82  -2.33  -0.88
C  1.70  -3.33  -1.22
H  3.71  -3.03  1.49
H  2.02  -1.27  1.97
H  -0.04  -2.07  -1.50
H  1.56  -3.89  -2.13
O  -1.91  -0.61  -1.51
Se  -3.14  -1.02  -0.43
O  -4.66  -0.89  -0.99
O  -2.77  0.16  0.77
O  -2.70  -2.45  0.21

## Properties
* frontier orbital gap: 5.93 eV
* maximum force: 0.8 eV/A
* DFT total energy: -184831.2904 eV
* energy above the lowest of the compared OMol25 structures with the same formula, charge and spin: 22.4 kcal/mol
* net charge: -1

=====

[4]
Entry from the Open Molecules 2025 dataset: C24H18CaCl2N6O2S as an isolated structure at a distorted geometry (ωB97M-V with the def2-TZVPD basis set).

Geometry (Å):
Ca  -1.10  1.06  -0.66
Cl  1.61  -3.80  3.82
C  1.45  -2.38  2.80
C  0.20  -2.00  2.33
C  0.07  -0.87  1.56
N  -1.18  -0.45  1.08
C  -2.26  -1.16  1.21
O  -2.44  -2.35  1.49
C  -3.49  -0.22  1.06
C  -4.54  -0.46  1.93
C  -5.52  0.50  2.02
C  -5.58  1.56  1.15
C  -4.53  1.66  0.24
N  -3.49  0.86  0.26
C  1.18  -0.12  1.21
C  2.45  -0.44  1.75
C  2.59  -1.63  2.47
Cl  4.16  -2.18  2.86
N  0.98  0.99  0.38
C  1.96  1.85  0.03
O  3.19  1.76  0.12
C  1.46  3.08  -0.82
C  2.35  4.10  -1.14
C  1.92  5.14  -1.95
C  0.63  5.09  -2.38
C  -0.17  4.08  -1.99
N  0.22  3.06  -1.23
H  -0.72  -2.42  2.67
H  -4.58  -1.36  2.53
H  -6.27  0.55  2.83
H  -6.37  2.30  1.13
H  -4.53  2.43  -0.54
H  3.33  0.07  1.40
H  3.31  4.07  -0.60
H  2.60  5.97  -2.14
H  0.29  5.89  -3.00
H  -1.18  4.17  -2.39
C  0.95  -4.35  0.10
C  0.86  -3.15  -0.77
C  2.01  -2.52  -1.21
C  1.89  -1.29  -1.86
N  0.69  -0.77  -2.27
C  -0.41  -1.46  -1.91
S  -1.94  -0.90  -2.44
N  -0.33  -2.58  -1.15
C  3.13  -0.52  -2.22
H  1.93  -4.41  0.63
H  0.94  -5.24  -0.46
H  0.10  -4.31  0.86
H  3.00  -2.82  -0.91
H  -1.17  -3.06  -0.71
H  3.63  -1.07  -2.99
H  3.83  -0.43  -1.44
H  2.90  0.48  -2.72

## Properties
* frontier orbital gap: 6.85 eV
* maximum force: 3.0 eV/A
* DFT total energy: -92538.9608 eV
* energy above the lowest of the compared OMol25 structures with the same formula, charge and spin: 0.0 kcal/mol
* net charge: 0